Run 1
{"formula": "C4H4ClN3", "method": "wB97M-V/def2-TZVPD", "spin_multiplicity": 1, "elements": ["C", "C", "C", "C", "H", "H", "H", "H", "N", "N", "N", "Cl"], "positions_angstrom": [[1.59, 0.06, 0.60], [0.26, -0.42, 0.23], [-1.54, -1.35, -0.45], [-0.69, 0.64, -0.26], [1.83, -0.40, 1.83], [1.40, 1.40, 0.71], [-1.98, -2.28, -0.87], [-1.33, 2.34, -0.51], [-0.23, -1.52, 0.16], [-1.82, -0.11, -0.57], [-0.51, 1.91, -0.24], [3.01, -0.26, -0.63]]}

=====

Run 2
{"formula": "C4H4ClN3", "method": "wB97M-V/def2-TZVPD", "spin_multiplicity": 1, "elements": ["C", "C", "C", "C", "N", "N", "N", "Cl", "H", "H", "H", "H"], "positions_angstrom": [[-0.95, -0.34, 1.18], [-0.64, 0.97, -0.59], [0.00, 0.12, 0.28], [2.67, -0.41, 0.03], [-2.12, 0.20, 0.89], [2.84, -1.59, -0.21], [-1.92, 0.99, -0.17], [3.56, 0.98, 0.32], [-0.84, -1.02, 2.00], [-0.29, 1.54, -1.42], [3.74, -2.07, -0.32], [-2.71, 1.50, -0.55]]}

=====

Run 3
{"formula": "C4H4ClN3", "method": "wB97M-V/def2-TZVPD", "spin_multiplicity": 1, "smiles": "N#C/C=N\\Cl.C=C=N", "elements": ["C", "C", "C", "C", "N", "N", "N", "Cl", "H", "H", "H", "H"], "positions_angstrom": [[-1.71, 0.88, 0.27], [2.57, -0.88, 0.31], [-1.69, -0.30, -0.20], [1.46, -0.99, -0.55], [-2.11, 1.85, 0.89], [3.52, -0.78, 0.95], [0.76, -0.07, -1.08], [1.06, 1.53, -0.67], [-2.21, -0.93, 0.38], [-1.26, -0.57, -1.08], [1.20, -2.06, -0.86], [-1.60, 2.31, 1.63]]}

=====

Short version: run 1 is the most stable of them.